A 10-piece molecular cluster, C47H111N17O7P4 overall, computed with wB97M-V/def2-TZVPD.

HOMO = -8.199 eV
Kohn-Sham gap = 7.96 eV
LUMO level = -0.244 eV

CARTESIAN COORDINATES (ANGSTROEM)
P  -0.064  5.062  1.910
P  -2.112  2.052  -3.460
P  -3.526  -0.559  4.800
P  0.614  -3.991  -5.389
O  1.100  -2.610  -5.684
O  -2.281  0.241  5.003
O  0.291  6.215  2.771
O  4.890  4.481  -2.965
O  3.309  2.850  -2.522
O  -0.897  2.381  -2.598
O  2.973  4.359  -4.158
N  -1.057  3.946  2.691
N  -2.958  -2.153  4.299
N  -4.572  -0.020  3.585
N  5.225  -4.530  5.312
N  0.680  -4.472  -3.732
N  7.102  -1.736  -4.208
N  -4.536  -0.926  6.160
N  6.580  -1.050  1.099
N  1.316  4.091  1.421
N  -3.450  1.277  -2.705
N  -0.800  5.510  0.429
N  1.491  0.043  3.233
N  1.467  -5.259  -6.128
N  -2.795  3.362  -4.339
N  -1.712  0.918  -4.660
N  3.570  -0.043  7.796
N  -1.029  -4.211  -5.819
C  1.671  -3.909  -2.902
C  2.430  -4.969  -7.153
C  -0.294  6.790  -0.171
C  3.085  -3.783  2.589
C  -3.986  0.714  2.496
C  4.290  -1.437  -1.785
C  -3.641  1.253  -1.285
C  6.000  -1.574  -4.270
C  -0.348  -5.277  -3.060
C  3.940  -0.695  -3.079
C  0.566  -0.063  2.555
C  0.780  -0.841  -0.327
C  -2.482  0.734  -5.872
C  1.235  2.684  1.041
C  3.800  3.929  -3.181
C  1.669  3.771  -3.842
C  4.848  0.355  2.492
C  -2.041  4.043  -5.427
C  2.642  4.638  1.296
C  2.610  0.229  7.189
C  -2.509  4.244  2.812
C  4.473  2.161  4.199
C  1.486  0.539  6.313
C  1.049  -6.635  -6.067
C  -3.842  -1.586  7.304
C  -0.692  -0.223  1.721
C  -0.301  0.460  8.045
C  5.501  1.458  3.292
C  -0.560  -1.173  0.447
C  2.039  2.478  -3.020
C  -1.222  4.438  -0.492
C  4.966  -4.162  4.259
C  4.618  -3.732  2.910
C  -3.869  -3.236  3.898
C  -3.678  4.332  -3.715
C  2.666  -3.083  1.327
C  -0.533  3.020  3.743
C  -5.847  -0.628  3.296
C  -1.344  -4.488  -7.278
C  -5.632  -0.034  6.572
C  4.522  -1.363  -4.304
C  0.262  1.228  6.863
C  -0.653  -0.034  -4.438
C  -1.532  -2.510  4.175
C  -2.029  -3.401  -5.114
C  -4.641  0.905  -3.454
C  5.804  -0.440  1.713
H  1.701  -0.672  0.231
H  3.107  4.833  2.263
H  -4.413  3.743  -3.168
H  -4.514  0.078  -4.153
H  5.997  2.154  2.615
H  -0.427  1.400  6.036
H  1.291  -3.720  -1.898
H  -0.657  -0.468  7.599
H  -3.360  -4.200  3.905
H  -3.128  -0.128  -5.706
H  -0.858  -1.660  4.284
H  -4.229  -3.110  2.877
H  -2.894  1.739  -0.658
H  4.444  -0.382  3.187
H  -0.274  4.096  -0.907
H  1.580  -3.003  1.272
H  -4.625  1.568  -0.938
H  -4.708  1.425  2.095
H  1.207  -0.394  5.823
H  1.282  2.223  -2.279
H  -2.784  5.230  2.439
H  1.892  2.024  1.607
H  -6.641  0.083  3.068
H  -1.356  -3.004  3.219
H  0.548  0.137  -0.749
H  -0.763  -6.065  -3.688
H  0.218  -6.713  -5.367
H  -2.863  -3.245  -5.798
H  -0.383  3.506  4.708
H  -2.002  4.790  -1.168
H  -3.671  0.006  1.730
H  -6.289  0.308  5.773
H  -1.349  3.322  -5.864
H  -6.223  -1.255  4.104
H  2.118  -3.057  -3.413
H  5.138  -4.363  2.189
H  0.131  -5.901  -2.306
H  3.086  -4.114  -6.992
H  3.731  2.769  3.681
H  2.866  -3.637  0.410
H  -5.539  0.676  -2.881
H  -2.896  1.639  -6.317
H  2.475  -4.643  -2.952
H  1.924  -4.769  -8.098
H  0.257  2.216  1.148
H  -0.282  -0.360  -5.410
H  4.402  -0.783  -5.219
H  -1.072  1.031  8.562
H  -1.787  0.358  -6.623
H  3.563  -2.201  -1.510
H  -1.465  -1.106  -0.156
H  3.962  1.438  4.835
H  2.571  5.622  0.832
H  -1.364  4.816  -5.063
H  3.988  0.727  1.936
H  1.827  1.225  5.538
H  0.511  2.217  7.248
H  3.024  -5.874  -7.281
H  4.304  -0.692  -0.990
H  -2.456  -3.901  -4.245
H  -6.325  -0.625  7.171
H  -2.404  -4.713  -7.396
H  1.876  -7.305  -5.831
H  -1.463  -0.576  2.406
H  4.878  -2.709  2.637
H  0.566  -7.060  -6.947
H  -0.551  -2.203  0.802
H  2.780  -4.828  2.543
H  0.508  0.161  8.712
H  -3.331  -0.882  7.961
H  -1.220  -4.755  -2.664
H  -1.600  -2.444  -4.815
H  -2.805  4.018  3.836
H  2.200  1.613  -3.663
H  3.049  -2.064  1.283
H  -4.761  -3.228  4.523
H  3.315  4.085  0.642
H  0.759  6.637  -0.409
H  -4.891  1.698  -4.159
H  -2.801  4.502  -6.059
H  -0.638  -5.183  -7.733
H  -3.227  1.345  2.959
H  4.510  0.234  -3.067
H  -4.508  -2.163  7.946
H  -1.665  3.568  -0.009
H  0.452  2.604  3.531
H  -3.225  -2.385  6.893
H  0.181  0.389  -3.877
H  5.256  -1.941  -1.809
H  -0.421  7.616  0.529
H  4.963  2.884  4.850
H  -3.219  4.992  -2.978
H  1.413  2.450  -0.008
H  -1.255  -3.218  4.957
H  -1.125  0.728  1.411
H  -3.063  3.578  2.150
H  2.557  -3.321  3.423
H  -1.157  -3.581  -7.852
H  0.958  -1.543  -1.141
H  -5.265  0.829  7.128
H  -1.126  -0.816  -3.846
H  -4.129  4.896  -4.532
H  -3.623  0.256  -0.844
H  -0.810  7.059  -1.093
H  -5.703  -1.201  2.381
H  1.131  4.441  -3.173
H  -1.176  2.143  3.808
H  3.965  -2.293  -4.415
H  2.874  -0.520  -3.222
H  1.067  3.528  -4.717
H  6.254  0.966  3.908